(1)
Here is a molecular structure, C12H21I2NPdSSb at a distorted geometry from the OMol25 dataset. Energies are from ωB97M-V with the def2-TZVPD basis set.

Values from the calculation:
Total charge: +1
Total energy: -1886.038144 hartree
E_HOMO (alpha / beta): -10.99 / -10.90 eV
2S+1: 1
Orbital gap (alpha / beta): 0.2226 / 0.2247 Ha

Geometry (Å):
1 I -1.1174 -2.1798 3.0623
2 I -4.1582 -0.5153 2.2131
3 Sb -0.2571 -0.8449 -0.8563
4 Pd -1.5764 -0.0902 1.2216
5 S -1.9042 2.0760 -0.0592
6 N -0.2741 1.6098 1.9256
7 C -0.6845 2.5636 1.0724
8 C 1.1080 3.1804 3.0406
9 C 0.5809 1.9095 2.8961
10 C 0.7458 4.1578 2.1160
11 C -2.9413 -1.3072 3.8263
12 C -0.1689 3.8580 1.1287
13 C 1.0210 -3.4375 -2.0136
14 C 1.7041 -0.1373 -0.1991
15 C 2.7752 -0.1390 -1.2717
16 C -1.6608 -0.4790 -3.6128
17 C -0.0019 -3.0196 -0.9796
18 C -0.3967 -0.0531 -2.8931
19 H 2.0187 -3.1097 -1.7356
20 H 0.2801 -3.3534 0.0237
21 H 1.0372 -4.5240 -2.0913
22 H -0.9830 -3.4371 -1.2152
23 H -0.3538 1.0327 -2.7973
24 H 2.9637 -1.1388 -1.6485
25 H 1.9832 -0.7599 0.6569
26 H -2.6527 -0.4785 4.4680
27 H 3.7067 0.2447 -0.8598
28 H 0.4986 -0.3970 -3.4062
29 H 2.4865 0.4959 -2.1055
30 H -1.6646 -0.0565 -4.6162
31 H -1.7246 -1.5621 -3.6991
32 H -2.5453 -0.1166 -3.0902
33 H 0.8731 1.0901 3.5434
34 H 1.5450 0.8820 0.1614
35 H 0.7758 -3.0299 -2.9922
36 H 1.7949 3.3986 3.8424
37 H 1.1778 5.1450 2.1621
38 H -3.5002 -2.0696 4.3633
39 H -0.5106 4.5919 0.4187

***

(2)
Here is 2 unconnected molecules or ions with the total composition C11H15N at a distorted geometry from the OMol25 dataset. Energies are from ωB97M-V with the def2-TZVPD basis set.

Values from the calculation:
Total charge: +1
Total energy: -482.623707 hartree
E_HOMO (alpha / beta): -13.05 / -13.59 eV
2S+1: 2
Orbital gap (alpha / beta): 0.3421 / 0.2434 Ha

Geometry (Å):
1 N 1.0052 -0.7988 1.7650
2 C 0.3174 0.2644 2.1677
3 C 0.4402 0.4384 -0.0843
4 C 1.1646 -0.6750 0.3645
5 C 2.1356 -0.9591 -1.7699
6 C -2.5392 -1.2479 -0.2303
7 C 1.9795 -1.4082 -0.4482
8 C 1.4438 0.1520 -2.2377
9 C 0.6502 0.9018 -1.3889
10 C -0.1480 1.0206 1.0733
11 C -1.0974 2.1558 1.1554
12 C -3.3070 0.0653 -0.4193
13 H 1.6504 0.5242 -3.2319
14 H -3.7083 0.4073 0.5340
15 H -2.0408 1.8081 1.5771
16 H -4.1360 -0.0158 -1.1042
17 H 2.4315 -2.3026 -0.0569
18 H -1.2229 2.5699 0.1674
19 H 2.7649 -1.5446 -2.4243
20 H -0.7469 2.9321 1.8430
21 H -2.4983 -1.6575 0.7673
22 H 0.1608 1.8035 -1.7265
23 H -1.5569 -1.2108 -0.6983
24 H 1.7755 -1.1011 2.3530
25 H 0.1372 0.3892 3.2250
26 H -2.6722 0.8610 -0.8192
27 H -3.0361 -2.0094 -0.8282

***

(3)
Here is C20H20N2O3 in the gas phase from the OMol25 dataset. Energies are from ωB97M-V with the def2-TZVPD basis set.

Values from the calculation:
Structure (SMILES): COc1ccc(N(Cc2cc3ccc(C)cc3[nH]c2=O)C(C)=O)cc1
Total energy: -1109.410592 hartree
E_HOMO: -8.23 eV
2S+1: 1
Orbital gap: 0.3143 Ha

Geometry (Å):
1 O 0.3062 -0.5845 2.5302
2 O -0.1576 -3.6013 -1.9959
3 O 4.9152 1.2783 0.9531
4 N 0.9953 -2.3939 -0.4853
5 N -1.4506 0.5918 1.7549
6 C -2.7893 -0.1423 -0.0798
7 C -3.2989 1.9565 1.0326
8 C 0.0166 -2.6515 0.5642
9 C -0.9177 -1.4811 0.6924
10 C -4.6402 1.2152 -0.8116
11 C 1.8817 -2.5653 -2.7295
12 C 2.8086 0.8246 -0.1905
13 C 1.9993 -1.4426 -0.1653
14 C 0.8004 -2.9025 -1.7259
15 C -1.9506 -1.2935 -0.1594
16 C 3.9191 0.4429 0.5545
17 C -3.8710 0.0855 -0.9397
18 C 4.0567 -0.8927 0.9382
19 C 4.8192 2.6446 0.6327
20 C -4.3632 2.1664 0.1790
21 C 1.8569 -0.1166 -0.5425
22 C -5.2222 3.3864 0.2957
23 C 3.1056 -1.8234 0.5861
24 C -2.5081 0.8121 0.9159
25 C -0.6070 -0.4998 1.7273
26 H 4.8162 2.8055 -0.4505
27 H 0.5473 -2.7966 1.5082
28 H -1.2510 1.2798 2.4719
29 H 5.7049 3.1105 1.0618
30 H 3.2112 -2.8528 0.8934
31 H 3.9244 3.0980 1.0709
32 H -5.4731 1.3814 -1.4785
33 H -5.2137 3.9451 -0.6393
34 H -4.0887 -0.6445 -1.7048
35 H -4.8754 4.0368 1.0943
36 H -2.1486 -2.0271 -0.9287
37 H -6.2534 3.1017 0.5008
38 H 2.6661 1.8498 -0.4944
39 H 4.9193 -1.1702 1.5225
40 H 2.8672 -2.7310 -2.3015
41 H -3.0692 2.6785 1.8039
42 H 1.8046 -1.5204 -3.0217
43 H 1.7483 -3.1898 -3.6085
44 H -0.5284 -3.5539 0.2788
45 H 0.9879 0.1860 -1.1101

***

(4)
Here is 9 unconnected molecules or ions with the total composition C14H46O9 at a distorted geometry from the OMol25 dataset. Energies are from ωB97M-V with the def2-TZVPD basis set.

Values from the calculation:
Structure (SMILES): CCO.CCO.CCO.CCO.CCO.CCO.CCO.O.O
Total energy: -1238.054565 hartree
E_HOMO: -9.62 eV
2S+1: 1
Orbital gap: 0.3703 Ha

Geometry (Å):
1 O -0.2934 2.5616 0.9269
2 O 2.4406 0.9173 0.1629
3 O 3.9664 -0.4146 -2.1072
4 O -1.3044 -1.6503 -3.8820
5 O -2.7289 0.5237 -2.2628
6 O -0.8111 0.0344 1.8883
7 O 0.8728 -1.8991 3.2434
8 O 0.5937 2.8676 5.3299
9 O -0.7229 2.4621 -2.3520
10 C 0.5255 -3.1417 2.6999
11 C -3.8051 0.7629 -3.2338
12 C -5.1240 0.2362 -2.6897
13 C -2.0470 0.1656 2.5459
14 C 0.3196 -3.2183 1.1647
15 C 1.7987 0.1838 -2.9983
16 C 2.7347 -0.8914 -2.6528
17 C -1.9946 1.1902 3.6869
18 C -1.4343 -3.8246 -5.0132
19 C -1.8980 -2.9155 -3.8711
20 C 4.3450 1.9246 1.1522
21 C 2.9250 2.1154 0.7044
22 C 1.4482 1.7746 5.3630
23 C 1.9708 1.6493 3.9367
24 H 0.9916 0.8457 5.7151
25 H -1.0602 3.1231 0.9425
26 H -0.2985 2.2516 0.0299
27 H -0.6662 0.8737 1.4434
28 H 2.5886 0.2058 0.8128
29 H -1.2963 1.6942 -2.4491
30 H 3.0293 -1.5513 -3.4797
31 H 0.0861 2.1763 -2.7909
32 H -2.7756 0.4480 1.7421
33 H -1.6771 2.1638 3.3161
34 H 2.2136 -1.5259 -1.9145
35 H 0.9730 -0.2728 -3.5783
36 H 2.3495 2.0296 5.9860
37 H 2.2781 0.9429 -3.5746
38 H -0.4193 -2.5373 0.6794
39 H 2.2727 2.4784 1.5159
40 H -1.1109 -1.2907 -4.7989
41 H 4.6683 2.8231 1.6192
42 H -3.0212 -2.7719 -3.7741
43 H -1.4230 -3.1894 -5.9018
44 H -2.3241 -0.8247 3.0313
45 H 1.3520 0.6132 -2.1108
46 H 2.6768 0.8324 3.7836
47 H 2.5492 2.5511 3.6781
48 H 3.7084 0.1630 -1.3593
49 H 0.1547 -4.2807 0.9811
50 H 5.0943 1.7514 0.3512
51 H -4.9896 -0.6960 -2.1811
52 H -3.0591 1.2752 4.0517
53 H 0.9053 -1.2086 2.5674
54 H -1.3542 0.9152 4.5498
55 H -3.5193 0.2835 -4.0908
56 H -0.3525 -3.5914 3.1557
57 H 0.1476 2.9184 6.1571
58 H -1.5483 -3.3629 -2.9438
59 H 2.8686 2.8875 -0.1221
60 H -2.3832 -0.3712 -2.4666
61 H -5.8575 0.1014 -3.5138
62 H -3.7744 1.9007 -3.4205
63 H -5.5905 0.8927 -1.9305
64 H -2.0540 -4.6893 -5.1269
65 H 4.3654 1.0582 1.8085
66 H -0.4065 -4.1484 -4.9135
67 H 1.4047 -3.8788 2.8073
68 H 1.3398 -2.9844 0.7817
69 H 1.1664 1.5618 3.1925

***

Number 1: molar mass 693.36 g mol⁻¹. Number 2: molar mass 161.25 g mol⁻¹. Number 3: molar mass 336.39 g mol⁻¹. Number 4: molar mass 358.51 g mol⁻¹.